No. 1
Molecular formula: C8H16O2
Method: DFT, wB97M-V/def2-TZVPD

```
! wB97M-V def2-TZVPD RIJCOSX def2/J DEFGRID3
* xyz 0 1
C 0.012 1.731 -1.013
C -1.896 0.761 1.068
C -1.993 -1.375 -0.227
C -0.029 0.243 -0.699
C -1.101 -0.264 0.288
O -0.034 -0.391 -1.955
H 0.004 -1.345 -1.827
H 0.922 1.937 -1.570
H -0.009 2.355 -0.128
H -0.840 1.982 -1.643
H -1.258 1.532 1.487
H -2.631 1.227 0.412
H -2.485 -1.059 -1.146
H -1.387 -2.260 -0.426
H -2.734 -1.650 0.519
H -2.422 0.266 1.881
C 1.843 0.731 1.110
C 2.021 -1.335 -0.279
C 1.054 -0.320 0.330
O 0.058 -0.927 1.137
H 2.470 0.223 1.839
H 2.476 1.314 0.445
H 2.705 -1.686 0.490
H 1.493 -2.208 -0.658
H 2.591 -0.877 -1.086
H 1.174 1.393 1.652
*
```

Results
Orbital gap   10.38 eV
LUMO level   0.81 eV
E_tot   -12650.0223 eV
Structure (SMILES)   CC1(C)OC(C)(C)C1(C)O
E_HOMO   -9.57 eV

No. 2
Molecular formula: C13H42N15O30S2
Method: DFT, wB97M-V/def2-TZVPD

```
! wB97M-V def2-TZVPD RIJCOSX def2/J DEFGRID3
* xyz -1 1
N -1.424 1.067 1.889
S -1.279 2.556 1.161
O -0.717 3.431 2.156
O -0.400 2.355 0.024
N -2.666 3.093 0.559
S -4.051 2.537 1.143
O -4.864 3.614 1.655
O -4.694 1.685 0.173
H -1.765 1.220 2.836
H -2.101 0.476 1.402
H -3.773 1.772 2.220
C -2.147 -3.666 1.356
N -2.013 -2.284 0.822
O -2.659 -1.403 1.348
O -1.258 -2.132 -0.112
H -2.847 -3.652 2.181
H -2.507 -4.290 0.549
H -1.162 -3.983 1.683
C -0.002 -7.535 -0.021
N -1.099 -6.545 -0.195
O -1.029 -5.777 -1.126
O -2.004 -6.567 0.621
H 0.722 -7.387 -0.813
H 0.444 -7.364 0.953
H -0.447 -8.524 -0.072
C 0.728 -0.033 -1.825
N 2.026 -0.218 -2.521
O 2.952 0.488 -2.162
O 2.102 -1.053 -3.399
H 0.845 0.756 -1.090
H -0.008 0.248 -2.572
H 0.460 -0.972 -1.356
C -3.705 -0.771 5.860
N -3.577 0.600 5.308
O -4.188 1.494 5.845
O -2.850 0.729 4.340
H -4.370 -0.736 6.712
H -4.108 -1.402 5.071
H -2.719 -1.093 6.141
C 2.449 3.649 -1.349
N 3.145 4.670 -0.523
O 4.166 4.348 0.051
O 2.647 5.778 -0.479
H 3.004 2.723 -1.296
H 1.445 3.525 -0.942
H 2.418 4.026 -2.368
C 1.950 -7.101 -4.762
N 2.188 -7.240 -3.299
O 1.830 -6.330 -2.583
O 2.725 -8.261 -2.921
H 1.468 -6.148 -4.940
H 2.916 -7.153 -5.254
H 1.316 -7.927 -5.067
C 0.310 6.304 -4.380
N 0.451 4.855 -4.694
O -0.536 4.240 -5.028
O 1.571 4.387 -4.602
H -0.726 6.589 -4.505
H 0.631 6.451 -3.353
H 0.955 6.840 -5.069
C -0.176 0.036 9.283
N -1.036 -0.176 8.087
O -0.505 -0.173 6.999
O -2.226 -0.338 8.283
H 0.845 0.165 8.949
H -0.541 0.923 9.790
H -0.279 -0.840 9.915
C -2.621 6.617 -0.950
N -2.428 7.960 -1.568
O -2.993 8.910 -1.065
O -1.716 8.032 -2.554
H -3.273 6.724 -0.095
H -3.062 5.971 -1.703
H -1.644 6.249 -0.649
C 5.337 -1.234 -1.711
N 6.451 -1.762 -0.873
O 6.383 -1.617 0.328
O 7.369 -2.312 -1.453
H 4.604 -0.776 -1.065
H 5.759 -0.507 -2.396
H 4.915 -2.074 -2.253
C -5.038 -9.111 2.073
N -4.390 -8.107 2.961
O -3.405 -8.453 3.579
O -4.899 -7.009 3.001
H -4.479 -10.036 2.138
H -6.058 -9.242 2.419
H -5.020 -8.710 1.065
C -5.034 8.885 -4.116
N -5.389 7.618 -4.811
O -5.015 6.577 -4.319
O -6.035 7.720 -5.836
H -4.463 8.648 -3.228
H -4.447 9.481 -4.808
H -5.960 9.389 -3.861
C 10.331 -0.868 -0.953
N 11.632 -1.006 -1.666
O 12.556 -0.308 -1.302
O 11.681 -1.813 -2.569
H 10.443 -0.117 -0.181
H 9.586 -0.573 -1.684
H 10.084 -1.835 -0.529
*
```

Results
Orbital gap   6.54 eV
LUMO level   1.07 eV
E_tot   -119574.1286 eV
E_HOMO   -5.47 eV

No. 3
Molecular formula: C2H2NO5
Method: DFT, wB97M-V/def2-TZVPD

```
! wB97M-V def2-TZVPD RIJCOSX def2/J DEFGRID3
* xyz 0 2
N -4.528 0.959 0.695
O -5.108 -0.086 0.823
O -4.045 1.511 1.987
O -4.263 1.644 -0.288
H -3.597 2.351 1.738
C -2.172 4.960 1.230
O -2.442 4.751 0.058
C -1.998 4.935 2.683
O -2.455 3.982 3.362
H -1.437 5.853 2.968
*
```

Results
Orbital gap (spin up / spin down)   8.26 / 9.86 eV
LUMO level (spin up / spin down)   -0.97 / -1.60 eV
E_tot   -13827.1082 eV
E_HOMO (spin up / spin down)   -9.23 / -11.46 eV